[1]
Here is 2 unconnected molecules or ions with the total composition C28H40F3N2O7PS from the OMol25 dataset. Energies are from ωB97M-V with the def2-TZVPD basis set.

The geometry in XYZ format:
```
82
Properties=species:S:1:pos:R:3:lowdin_charge:R:1
C -2.29 5.32 0.75 0.015
C -1.34 5.30 -0.22 -0.119
C -1.14 4.03 -1.07 -0.069
C -1.45 3.97 -2.39 -0.069
C -2.00 5.17 -3.21 -0.053
C -3.59 5.08 -3.35 -0.217
O -4.12 5.29 -2.02 -0.024
C -4.18 6.18 -4.29 -0.467
F -5.47 6.52 -3.95 0.104
F -3.47 7.37 -4.25 0.105
F -4.26 5.75 -5.60 0.107
C -1.25 2.61 -3.15 -0.277
O -2.01 2.25 -4.01 0.084
C -0.03 1.76 -2.65 -0.045
C 0.71 0.92 -3.60 -0.415
S 0.29 0.80 -5.36 0.805
C 1.86 0.15 -3.04 -0.179
C 2.61 -0.78 -4.05 -0.184
C 1.68 -2.07 -4.24 -0.204
C 2.48 -3.42 -4.25 -0.206
C 3.03 -3.82 -5.69 -0.276
N 3.26 -5.29 -5.83 -0.039
C 2.25 0.27 -1.63 -0.175
P 3.76 -0.74 -1.13 0.769
O 4.92 -0.17 -1.93 -0.470
C 1.50 1.11 -0.67 -0.095
C 1.90 1.23 0.84 -0.137
C 1.96 -0.16 1.59 -0.213
C 0.76 -0.43 2.59 -0.176
C 0.12 -1.85 2.23 -0.191
C 0.95 -3.07 2.79 -0.273
N 1.83 -3.73 1.80 -0.031
C 0.34 1.85 -1.21 -0.007
C -0.57 2.75 -0.34 -0.255
O -0.88 2.51 0.80 0.098
H -2.56 6.25 1.31 0.072
H -2.88 4.41 1.02 0.082
H -0.71 6.23 -0.32 0.117
H -1.61 5.11 -4.27 0.143
H -1.74 6.17 -2.79 0.125
H -3.88 4.06 -3.70 0.165
H -4.01 6.25 -1.88 0.106
H -0.66 -0.17 -5.53 -0.092
H 3.63 -1.07 -3.70 0.078
H 2.73 -0.30 -5.06 0.094
H 0.99 -2.12 -3.35 0.113
H 1.02 -1.95 -5.15 0.084
H 3.33 -3.47 -3.51 0.096
H 1.78 -4.26 -3.96 0.105
H 4.02 -3.34 -5.92 0.115
H 2.30 -3.51 -6.49 0.107
H 4.22 -5.50 -5.53 0.059
H 2.64 -5.81 -5.20 0.051
H 4.09 -0.56 0.24 0.027
H 3.54 -2.10 -1.50 0.019
H 2.95 1.63 0.83 0.122
H 1.30 2.00 1.39 0.108
H 2.01 -1.04 0.89 0.052
H 2.91 -0.17 2.19 0.112
H -0.02 0.38 2.61 0.100
H 1.14 -0.56 3.64 0.108
H -0.92 -1.87 2.64 0.094
H 0.06 -1.98 1.11 0.108
H 0.20 -3.84 3.12 0.109
H 1.57 -2.81 3.69 0.107
H 1.60 -4.72 1.67 0.059
H 1.87 -3.25 0.91 0.032
C -1.28 -3.98 9.23 -0.067
C -1.86 -4.46 7.91 -0.214
O -2.75 -3.48 7.36 0.035
C -2.15 -2.46 6.73 -0.600
O -0.96 -2.31 6.58 0.117
O -3.10 -1.62 6.31 0.007
C -2.60 -0.43 5.69 -0.039
H -2.07 -3.69 9.91 0.082
H -0.68 -4.77 9.69 0.080
H -0.63 -3.11 9.08 0.075
H -2.46 -5.36 8.08 0.122
H -1.08 -4.73 7.20 0.123
H -1.89 -0.68 4.89 0.081
H -2.13 0.21 6.43 0.101
H -3.44 0.10 5.25 0.095
```

Results
**Highest occupied orbital energy**: -0.3402 hartree
**Structure (SMILES)**: C=CC1=C(C[C@@H](O)C(F)(F)F)C(=O)c2c(S)c(CCCCN)c([PH2]=O)c(CCCCCN)c2C1=O.CCOC(=O)OC

=====

[2]
Here is a molecular structure, C28H40F6N2O4P2PtS2 from the OMol25 dataset. Energies are from ωB97M-V with the def2-TZVPD basis set.

The geometry in XYZ format:
```
85
Properties=species:S:1:pos:R:3:lowdin_charge:R:1
Pt 0.03 0.97 0.02 0.766
C 0.93 0.77 3.75 -0.111
C -0.57 1.02 3.69 -0.498
C -1.22 0.31 4.87 -0.110
P -1.20 0.49 2.01 1.025
C -2.94 1.14 1.81 -0.509
C -3.92 1.06 2.97 -0.098
C -3.50 0.47 0.56 -0.120
C -1.23 -1.34 2.08 -0.271
C -2.08 -2.08 2.89 -0.062
C -2.05 -3.47 2.91 -0.282
C -2.88 -4.26 3.89 -0.055
C -1.21 -4.12 2.02 -0.036
C -0.37 -3.42 1.19 -0.023
C -0.31 -2.01 1.23 -0.318
N 0.49 -1.29 0.42 -0.023
C 1.52 -1.75 -0.31 -0.325
C 2.42 -2.70 0.20 -0.019
C 3.49 -3.14 -0.55 -0.034
C 3.72 -2.63 -1.82 -0.276
C 4.88 -3.12 -2.63 -0.054
C 2.88 -1.65 -2.31 -0.038
C 1.77 -1.21 -1.60 -0.276
P 0.64 0.11 -2.16 1.037
C 1.54 0.98 -3.56 -0.500
C 1.48 0.23 -4.89 -0.110
C 1.01 2.41 -3.75 -0.105
C -0.79 -0.79 -2.98 -0.501
C -1.41 -1.77 -2.00 -0.111
C -1.84 0.22 -3.45 -0.105
H 1.32 1.08 4.72 0.084
H 1.45 1.35 2.99 0.028
H 1.15 -0.28 3.60 0.082
H -0.77 2.10 3.73 0.116
H -0.95 -0.75 4.86 0.074
H -2.30 0.39 4.89 0.047
H -0.83 0.74 5.79 0.084
H -2.76 2.20 1.59 0.094
H -4.13 0.02 3.25 0.067
H -4.86 1.51 2.67 0.083
H -3.56 1.60 3.84 0.066
H -3.63 -0.60 0.73 0.079
H -2.82 0.63 -0.27 0.033
H -4.47 0.90 0.30 0.086
H -2.76 -1.57 3.55 0.090
H -3.65 -3.64 4.34 0.073
H -2.24 -4.64 4.68 0.082
H -3.34 -5.11 3.40 0.077
H -1.22 -5.20 1.97 0.117
H 0.25 -3.96 0.49 0.107
H 2.28 -3.06 1.21 0.116
H 4.17 -3.87 -0.13 0.114
H 5.20 -4.10 -2.29 0.075
H 5.72 -2.43 -2.53 0.084
H 4.62 -3.18 -3.69 0.077
H 3.11 -1.21 -3.27 0.099
H 2.57 1.04 -3.20 0.096
H 0.52 0.38 -5.37 0.072
H 1.66 -0.83 -4.78 0.061
H 2.25 0.64 -5.56 0.086
H -0.03 2.40 -4.05 0.068
H 1.59 2.92 -4.52 0.089
H 1.09 2.97 -2.82 0.029
H -0.41 -1.35 -3.84 0.107
H -1.71 -1.25 -1.09 0.046
H -0.71 -2.56 -1.74 0.072
H -2.29 -2.24 -2.45 0.086
H -2.04 0.94 -2.65 0.050
H -2.77 -0.28 -3.70 0.082
H -1.50 0.77 -4.32 0.060
F 3.96 3.98 -1.37 0.133
C 3.58 3.78 -0.10 -0.644
F 4.66 3.35 0.57 0.143
F 3.23 4.96 0.42 0.136
S 2.15 2.56 -0.05 0.532
O 1.92 2.32 1.34 -0.311
O 2.64 1.47 -0.84 -0.328
N 1.09 3.46 -0.77 -0.313
S -0.41 3.50 -0.32 0.494
O -1.31 2.80 -1.19 -0.302
O -0.66 3.43 1.09 -0.302
C -0.76 5.28 -0.80 -0.648
F -0.43 5.50 -2.07 0.139
F -2.06 5.56 -0.66 0.136
F -0.08 6.15 -0.05 0.143
```

Results
**Highest occupied orbital energy**: -0.2614 hartree

=====

[3]
Here is a molecular structure, C28H40F6NO2PW from the OMol25 dataset. Energies are from ωB97M-V with the def2-TZVPD basis set.

The geometry in XYZ format:
```
79
Properties=species:S:1:pos:R:3:lowdin_spin:R:1
W 0.90 1.48 -0.89 0.163
C -3.78 -0.61 4.09 0.060
C -2.24 -0.78 4.39 0.052
C -1.88 -2.26 4.29 0.001
C -1.99 -0.27 5.83 0.024
C -1.56 0.08 3.38 0.190
C -0.75 -0.48 2.36 0.059
C -0.11 0.37 1.51 0.060
N 0.89 0.12 0.57 -0.014
C 0.98 -0.76 -0.52 -0.002
C 2.01 -1.66 -0.74 -0.004
C 2.11 -2.31 -1.96 -0.003
C 1.10 -2.09 -2.92 0.001
C 0.05 -1.20 -2.80 -0.003
C 0.00 -0.47 -1.58 -0.001
O -0.78 0.60 -1.30 0.021
C -1.02 -1.13 -3.90 0.000
C -2.10 -2.14 -3.44 -0.001
C -0.43 -1.58 -5.24 0.000
C -1.66 0.25 -4.11 0.000
C 3.30 -3.21 -2.23 0.000
C 4.56 -2.34 -2.12 0.000
C 3.25 -3.83 -3.64 0.000
C 3.33 -4.35 -1.20 0.000
C -0.32 1.81 1.60 0.222
O 0.28 2.45 0.58 0.023
C -1.10 2.40 2.62 -0.006
C -1.71 1.50 3.46 0.134
C -1.26 3.90 2.77 -0.005
C -2.10 4.26 3.99 0.001
C 0.14 4.55 2.93 -0.002
C -1.95 4.49 1.51 -0.002
H -4.30 -1.27 4.78 0.010
H -4.01 -0.89 3.06 0.000
H -4.12 0.41 4.27 0.000
H -2.39 -2.81 5.07 0.000
H -0.81 -2.42 4.44 0.001
H -2.17 -2.69 3.33 0.000
H -2.54 -0.91 6.52 0.003
H -2.33 0.76 5.99 0.001
H -0.93 -0.33 6.07 0.001
H -0.59 -1.55 2.29 0.001
H 2.72 -1.85 0.06 0.000
H 1.16 -2.66 -3.84 0.000
H -1.66 -3.11 -3.24 0.000
H -2.84 -2.25 -4.24 0.000
H -2.62 -1.79 -2.55 0.000
H -0.24 -2.65 -5.26 0.000
H 0.49 -1.04 -5.49 0.000
H -1.15 -1.37 -6.03 0.000
H -2.20 0.62 -3.24 0.000
H -2.40 0.18 -4.91 0.000
H -0.92 0.99 -4.44 0.000
H 4.51 -1.47 -2.78 0.000
H 5.44 -2.92 -2.39 0.000
H 4.71 -1.98 -1.09 0.000
H 3.26 -3.06 -4.41 0.000
H 2.39 -4.48 -3.76 0.000
H 4.14 -4.44 -3.79 0.000
H 3.35 -3.98 -0.17 0.000
H 4.23 -4.94 -1.37 0.000
H 2.47 -5.01 -1.31 0.000
H -2.35 1.89 4.24 0.003
H -1.65 3.88 4.92 0.001
H -3.11 3.87 3.91 0.000
H -2.17 5.34 4.08 0.000
H 0.65 4.14 3.81 0.000
H 0.03 5.62 3.07 0.000
H 0.77 4.39 2.05 0.000
H -2.96 4.10 1.41 0.000
H -1.40 4.28 0.60 0.000
H -2.02 5.57 1.62 0.000
F 1.26 1.69 -3.00 0.000
P 2.63 2.86 -2.83 0.001
F 2.89 1.62 -1.43 0.009
F 3.45 1.93 -3.71 0.000
F 1.50 3.42 -1.57 0.003
F 2.00 3.79 -3.84 0.000
F 3.72 3.70 -2.20 0.000
```

Results
**Charge**: +3
**<S²>**: 0.777
**Highest occupied orbital energy (alpha / beta)**: -0.6841 / -0.6842 hartree
**2S+1**: 2

=====

[4]
Here is a molecular structure, C28H40N12PSSiSn from the OMol25 dataset. Energies are from ωB97M-V with the def2-TZVPD basis set.

The geometry in XYZ format:
```
84
Properties=species:S:1:pos:R:3:lowdin_charge:R:1
Sn -1.12 -2.37 -1.04 1.349
C -3.23 2.46 1.58 -0.013
N -3.22 1.34 0.63 -0.089
C -3.63 1.43 -0.64 0.018
C -3.41 0.18 -1.22 -0.102
N -2.87 -0.64 -0.32 -0.042
C -2.77 0.05 0.83 -0.522
P -2.52 -0.50 2.47 1.307
C -2.62 -2.22 2.32 -0.518
N -2.44 -3.04 1.25 -0.023
C -2.74 -4.26 1.64 -0.058
C -3.08 -4.25 3.00 0.041
N -2.98 -3.00 3.42 -0.107
C -3.25 -2.54 4.79 0.012
C 0.79 -1.36 1.64 -0.348
N 0.23 -2.24 0.82 -0.083
C 0.89 -3.43 1.01 -0.141
C 1.85 -3.25 1.96 0.003
N 1.78 -1.94 2.35 -0.047
C 2.65 -1.27 3.31 0.039
H -4.11 3.07 1.39 0.128
H -2.33 3.05 1.44 0.021
H -3.26 2.08 2.60 0.078
H -4.08 2.32 -1.04 0.152
H -3.64 -0.13 -2.23 0.122
H -2.69 -5.12 0.98 0.134
H -3.40 -5.05 3.65 0.158
H -3.82 -3.31 5.30 0.112
H -3.83 -1.63 4.77 0.085
H -2.30 -2.39 5.31 0.110
H 0.65 -4.33 0.47 0.115
H 2.58 -3.93 2.37 0.144
H 3.35 -2.00 3.71 0.108
H 2.06 -0.85 4.12 0.105
H 3.20 -0.47 2.81 0.107
C -0.03 4.04 -2.46 -0.077
C -0.36 3.73 -3.91 -0.396
C -1.87 3.72 -4.15 -0.060
C 0.29 2.43 -4.40 -0.076
N -0.04 1.28 -3.55 -0.065
C 0.48 0.89 -2.39 -0.105
N -0.21 -0.16 -1.97 -0.053
N -1.14 -0.39 -2.92 -0.102
N -1.05 0.47 -3.86 0.123
H -0.37 5.05 -2.21 0.091
H 1.05 4.01 -2.26 0.083
H -0.53 3.35 -1.77 0.058
H 0.09 4.51 -4.54 0.151
H -2.34 2.87 -3.64 0.059
H -2.11 3.64 -5.21 0.093
H -2.32 4.63 -3.77 0.089
H 1.38 2.51 -4.43 0.140
H -0.06 2.17 -5.39 0.140
H 1.32 1.35 -1.90 0.146
N 6.08 -3.08 -3.33 0.099
C 4.97 -3.39 -4.02 -0.836
S 4.95 -3.91 -5.56 0.782
C 3.68 -3.17 -3.27 -0.202
C 2.55 -3.90 -3.62 -0.008
C 1.36 -3.65 -2.96 -0.118
N 1.23 -2.73 -2.00 -0.095
C 2.32 -2.03 -1.66 -0.156
C 3.55 -2.21 -2.26 0.008
H 6.97 -3.21 -3.80 0.115
H 6.09 -2.88 -2.35 0.102
H 2.61 -4.64 -4.40 0.103
H 0.47 -4.21 -3.23 0.112
H 2.19 -1.27 -0.90 0.097
H 4.38 -1.59 -1.96 0.118
C 0.42 2.63 4.73 -0.160
Si 0.44 2.90 2.89 0.484
C -0.92 4.03 2.31 -0.178
C 2.11 3.40 2.25 -0.161
C 0.23 1.15 2.16 -0.024
C 0.39 -0.02 1.86 -0.067
H 0.19 3.56 5.25 0.051
H 1.39 2.29 5.08 0.044
H -0.33 1.90 5.04 0.033
H -0.73 5.02 2.73 0.071
H -1.90 3.72 2.67 0.013
H -0.94 4.14 1.23 0.048
H 2.38 4.38 2.67 0.055
H 2.13 3.49 1.16 0.034
H 2.87 2.69 2.56 0.039
```

Results
**Charge**: +3
**Highest occupied orbital energy**: -0.5216 hartree

=====

[5]
Here is a molecular structure, C28H41BrClGeN5OPtS2 from the OMol25 dataset. Energies are from ωB97M-V with the def2-TZVPD basis set.

The geometry in XYZ format:
```
81
Properties=species:S:1:pos:R:3:lowdin_charge:R:1
Pt 1.05 2.86 -0.85 0.374
S 3.40 1.96 -1.07 0.567
C 3.34 1.77 0.63 -1.111
S 2.09 2.82 1.21 0.662
C 4.07 0.94 1.43 -0.355
C 3.79 0.87 2.83 -0.226
N 3.50 0.81 3.94 0.176
C 5.10 0.12 0.88 -0.230
N 5.91 -0.56 0.43 0.175
C -4.57 2.18 0.78 -0.109
C -4.70 1.48 -0.57 -0.269
C -3.86 2.10 -1.67 -0.275
C -2.34 1.97 -1.44 -0.358
Ge -1.35 3.43 -0.54 0.726
C -1.93 5.22 -1.08 -0.410
C -3.27 5.65 -0.48 -0.305
C -3.62 7.11 -0.77 -0.271
C -3.80 7.41 -2.26 -0.113
H -5.23 1.73 1.53 0.072
H -4.82 3.24 0.70 0.066
H -3.55 2.11 1.17 0.039
H -5.75 1.48 -0.88 0.105
H -4.42 0.42 -0.46 0.104
H -4.14 3.15 -1.80 0.084
H -4.10 1.61 -2.62 0.104
H -1.84 1.83 -2.41 0.052
H -2.15 1.05 -0.87 0.037
H -1.53 3.32 1.00 -0.037
H -1.93 5.28 -2.17 0.060
H -1.15 5.91 -0.73 0.020
H -3.25 5.50 0.60 0.100
H -4.08 5.02 -0.86 0.081
H -2.83 7.75 -0.36 0.108
H -4.53 7.37 -0.24 0.104
H -2.87 7.27 -2.82 0.065
H -4.11 8.45 -2.41 0.069
H -4.56 6.77 -2.69 0.075
Br 1.47 5.08 -1.57 0.062
C 2.80 -2.59 0.04 -0.011
C 2.27 -3.40 -1.15 -0.489
C 2.60 -2.64 -2.44 -0.032
C 3.06 -4.71 -1.19 -0.036
C 0.73 -3.70 -1.09 -0.402
O 0.40 -4.48 -2.26 -0.036
C 0.22 -4.56 0.10 -0.098
C -0.15 -3.99 1.48 -0.129
C 0.96 -3.89 2.50 -0.248
C 1.22 -2.70 3.17 -0.043
C 2.25 -2.59 4.09 -0.097
C 3.04 -3.70 4.34 -0.668
Cl 4.36 -3.58 5.47 0.664
C 2.80 -4.90 3.71 -0.100
C 1.76 -4.99 2.80 -0.050
C -0.19 -2.50 -1.39 -0.021
N 0.03 -1.20 -0.76 -0.073
C 0.50 -0.11 -1.34 -0.137
N 0.51 0.88 -0.45 -0.166
C -0.01 0.32 0.68 -0.203
N -0.31 -0.94 0.52 0.147
H 3.82 -2.27 -0.17 0.077
H 2.82 -3.18 0.95 0.077
H 2.22 -1.69 0.25 0.074
H 3.68 -2.64 -2.58 0.096
H 2.30 -1.59 -2.39 0.056
H 2.14 -3.11 -3.31 0.091
H 4.13 -4.47 -1.20 0.097
H 2.86 -5.29 -2.09 0.089
H 2.89 -5.34 -0.31 0.079
H 0.75 -5.37 -2.14 0.097
H 0.92 -5.38 0.24 0.098
H -0.69 -5.01 -0.30 0.123
H -0.90 -4.67 1.89 0.123
H -0.64 -3.02 1.39 0.080
H 0.61 -1.83 2.96 0.101
H 2.45 -1.65 4.59 0.087
H 3.42 -5.76 3.93 0.105
H 1.57 -5.94 2.31 0.115
H -1.22 -2.79 -1.18 0.147
H -0.11 -2.32 -2.46 0.136
H 0.86 -0.05 -2.35 0.145
H -0.13 0.86 1.60 0.115
```

Results
**Highest occupied orbital energy (alpha / beta)**: -0.3142 / -0.3142 hartree

=====

[6]
Here is a molecular structure, C28H41BrI2NO3PRuS2 from the OMol25 dataset. Energies are from ωB97M-V with the def2-TZVPD basis set.

The geometry in XYZ format:
```
80
Properties=species:S:1:pos:R:3:lowdin_spin:R:1
Ru -0.05 0.24 -1.07 3.946
O 0.13 -0.37 0.99 0.144
S -0.24 -0.82 2.43 0.030
C 0.17 0.64 3.45 0.007
C 1.34 1.47 2.90 0.001
C 0.94 2.92 2.63 0.001
C 1.90 3.60 1.65 0.005
S 1.49 3.23 -0.10 0.019
O 0.49 2.05 -0.02 0.115
C 0.49 4.63 -0.52 0.005
C 1.08 5.62 -1.29 0.001
C 0.34 6.75 -1.61 0.000
C -0.97 6.86 -1.18 0.000
C -1.56 5.86 -0.42 0.000
C -0.83 4.73 -0.07 0.001
C 0.99 -1.97 2.94 0.006
C 0.52 -3.10 3.61 0.002
C 1.43 -4.03 4.08 0.000
C 2.78 -3.85 3.86 0.001
C 3.25 -2.72 3.18 0.000
C 2.36 -1.77 2.72 0.001
H 0.35 0.22 4.44 0.001
H -0.75 1.22 3.50 0.000
H 1.67 1.03 1.96 0.000
H 2.18 1.44 3.59 0.000
H 0.91 3.50 3.55 0.000
H -0.07 2.97 2.21 0.000
H 2.93 3.28 1.80 0.000
H 1.87 4.69 1.72 0.000
H 2.10 5.51 -1.65 0.000
H 0.79 7.53 -2.21 0.000
H -1.55 7.74 -1.44 0.000
H -2.59 5.95 -0.10 0.000
H -1.27 3.95 0.53 0.000
H -0.55 -3.24 3.76 0.000
H 1.08 -4.91 4.60 0.000
H 3.49 -4.58 4.23 0.000
H 4.31 -2.59 3.02 0.000
H 2.71 -0.89 2.20 0.000
I 3.09 -0.15 -0.97 0.108
C 3.20 0.36 -3.02 0.006
I 1.26 0.40 -3.87 0.132
H 3.80 -0.38 -3.54 0.001
H 3.63 1.36 -3.11 0.001
Br -2.54 -0.46 -3.24 0.048
C -3.20 0.25 -1.62 0.012
C -4.56 0.48 -1.47 0.003
C -4.99 0.98 -0.26 0.003
C -4.07 1.23 0.75 0.003
C -2.74 0.97 0.51 0.010
N -2.30 0.47 -0.66 0.098
H -5.24 0.28 -2.29 0.001
H -6.05 1.18 -0.10 0.000
H -4.38 1.63 1.70 0.000
H -1.97 1.17 1.24 0.001
O -0.83 2.33 -2.34 0.047
H -1.26 2.43 -3.19 0.001
H -0.98 3.15 -1.85 0.001
C 1.61 -3.24 -3.43 0.000
C 0.13 -3.04 -3.10 0.025
P -0.19 -2.42 -1.41 0.149
C -1.87 -2.96 -0.88 0.021
C -2.54 -4.03 -1.74 0.006
C 0.94 -3.36 -0.34 0.017
C 0.74 -4.88 -0.41 0.008
H 1.72 -3.53 -4.47 0.000
H 2.05 -4.03 -2.82 0.000
H 2.20 -2.34 -3.26 0.000
H -0.38 -4.00 -3.18 0.005
H -0.36 -2.38 -3.81 0.001
H -2.52 -2.09 -0.80 0.001
H -1.73 -3.32 0.15 0.001
H -2.71 -3.68 -2.75 0.000
H -3.50 -4.29 -1.31 0.001
H -1.95 -4.95 -1.79 0.000
H 0.77 -3.02 0.68 0.000
H 1.97 -3.08 -0.59 0.000
H -0.26 -5.17 -0.11 0.000
H 1.44 -5.37 0.27 0.002
H 0.92 -5.29 -1.41 0.000
```

Results
**Charge**: +3
**<S²>**: 8.760
**Highest occupied orbital energy (alpha / beta)**: -0.5998 / -0.6227 hartree
**2S+1**: 6

=====

Electronic energy values (in Eh) by entry order: -2766.12964, -3698.97656, -2302.89285, -2990.44212, -7467.37522, -5773.04258.